1.
This record from the OMol25 dataset describes 27 unconnected molecules or ions with the total composition C5H65BN4O29PS2 in a non-equilibrium geometry. The level of theory is the ωB97M-V functional and the def2-TZVPD basis.

```
! RIJCOSX wB97M-V def2-TZVPD def2/J DEFGRID3
* xyz 1 1
C 3.074 -2.442 -1.707
B 2.173 -1.254 -2.309
O 2.794 -0.371 -3.272
N 0.734 -0.937 -1.936
N 0.540 0.394 -1.660
C -0.874 0.426 -1.378
C -1.449 1.864 -1.031
N -0.800 2.832 -1.985
N -1.511 -0.861 -1.485
C -2.943 -1.110 -1.234
S -3.966 -1.226 -2.797
O -3.613 -2.483 -3.535
O -5.442 -1.288 -2.436
C -0.429 -1.739 -1.870
P -0.531 -3.585 -2.244
S -0.064 -3.905 -4.111
H 3.226 -3.313 -2.449
H 4.128 -1.999 -1.562
H 2.757 -2.812 -0.681
H 2.093 -0.143 -3.929
H -1.065 2.133 0.011
H -2.576 1.974 -1.143
H -1.341 3.702 -2.055
H -0.800 2.334 -2.887
H -3.395 -0.234 -0.639
H -3.154 -2.043 -0.601
H -3.768 -0.096 -3.602
H -1.885 -4.058 -2.027
H 0.317 -4.356 -1.386
O -2.550 3.813 -3.775
H -3.487 3.571 -3.806
H -2.520 4.685 -4.190
O 1.386 -2.690 1.602
H 0.707 -2.311 1.034
H 1.808 -1.919 2.009
O 3.461 -5.106 -4.510
H 2.580 -5.158 -4.114
H 3.457 -5.800 -5.182
O 0.770 -0.675 -5.605
H -0.108 -0.732 -5.210
H 0.768 -1.367 -6.278
O -5.422 -3.598 -0.185
H -6.363 -3.810 -0.217
H -5.365 -2.729 -0.602
O 4.675 -3.995 -0.106
H 4.545 -4.825 0.374
H 5.503 -3.645 0.254
O 4.958 -7.078 -2.842
H 5.712 -6.490 -2.719
H 4.368 -6.582 -3.426
O 5.797 -4.429 2.486
H 5.137 -4.772 3.106
H 6.506 -4.108 3.054
O -5.009 2.002 -3.660
H -5.889 1.963 -3.260
H -5.026 1.307 -4.328
O 7.311 -2.306 0.906
H 8.189 -2.543 1.228
H 7.427 -1.415 0.551
O -3.037 2.947 1.134
H -3.975 2.706 1.103
H -3.007 3.820 0.723
O 3.203 2.127 -1.147
H 3.932 1.735 -1.645
H 2.417 1.689 -1.500
O -5.312 1.058 0.403
H -6.190 1.020 0.803
H -5.326 0.355 -0.258
O 3.817 -1.322 0.922
H 4.781 -1.330 0.878
H 3.581 -2.257 0.995
O -5.462 4.036 2.291
H -6.107 3.663 2.905
H -4.761 4.373 2.865
O -6.305 6.798 0.955
H -6.053 6.150 1.627
H -5.948 7.631 1.288
O -3.008 1.998 3.955
H -2.066 2.029 4.167
H -3.041 2.192 3.009
O 2.907 -3.886 3.946
H 2.348 -3.757 3.166
H 3.321 -3.025 4.081
O 3.664 -6.180 1.842
H 4.436 -6.734 2.010
H 2.921 -6.715 2.148
O 8.274 0.253 2.034
H 7.616 -0.087 2.653
H 8.984 0.576 2.601
O -0.315 2.113 5.519
H -0.959 1.738 6.133
H 0.384 2.450 6.093
O -6.952 8.706 3.044
H -7.437 7.951 3.397
H -7.570 9.443 3.132
O 0.056 -3.797 5.547
H 0.780 -4.204 5.052
H -0.735 -4.225 5.199
O 1.288 5.170 -0.988
H 2.029 4.793 -1.479
H 0.515 4.721 -1.350
O -5.647 11.246 3.776
H -4.684 11.274 3.735
H -5.851 10.303 3.837
O 4.343 1.622 1.801
H 3.781 1.749 1.025
H 4.744 2.488 1.943
*
```

Values from the calculation:
E_HOMO   -12.3576 eV

Atom charges from the Löwdin analysis, given in e for atoms 1 to 2: number 1, C, carries -0.0180; number 2, B, carries -0.4439



2.
This record from the OMol25 dataset describes 2 unconnected molecules or ions with the total composition C5H6Br2 in a non-equilibrium geometry. The level of theory is the ωB97M-V functional and the def2-TZVPD basis.

```
! RIJCOSX wB97M-V def2-TZVPD def2/J DEFGRID3
* xyz 0 1
C 0.288 -2.584 0.685
C 0.169 -1.401 0.379
C 1.175 0.923 0.159
C -1.086 0.455 -0.880
C 0.084 -0.088 -0.093
Br -0.454 1.666 -2.402
Br -1.666 0.194 2.570
H 0.503 -3.627 0.922
H 1.946 0.484 0.742
H 1.576 1.176 -0.988
H 0.722 1.845 0.584
H -1.683 -0.236 -1.488
H -1.573 1.193 -0.188
*
```

Values from the calculation:
E_HOMO (spin up / spin down)   -9.8782 / -8.2445 eV
ΔE to the lowest compared entry with this formula, charge and spin   342.9 kJ/mol

Atom charges from the Löwdin analysis, given in e for atoms 1 to 2: number 1, C, carries 0.1734; number 2, C, carries -0.1687



3.
This record from the OMol25 dataset describes a molecular structure, C5H6Br2ClO4S in a non-equilibrium geometry. The level of theory is the ωB97M-V functional and the def2-TZVPD basis.

```
! RIJCOSX wB97M-V def2-TZVPD def2/J DEFGRID3
* xyz -1 1
C 2.433 1.633 -0.923
C -1.262 0.779 -0.123
C -2.544 0.435 -0.853
C 1.740 -1.677 0.999
C 0.547 -1.446 0.457
O 1.469 1.073 -1.303
O 2.877 2.613 -0.475
O -1.932 -1.230 1.479
O -0.215 0.221 2.357
S -0.768 -0.439 1.164
Cl -2.972 1.574 -2.090
Br 4.048 -0.195 -0.572
Br -0.308 -2.675 -0.740
H -0.346 0.877 -0.873
H -1.441 1.842 0.406
H -3.446 0.423 -0.140
H -2.495 -0.474 -1.302
H 2.112 -1.000 1.872
H 2.503 -2.332 0.662
*
```

Values from the calculation:
E_HOMO   -5.2303 eV
ΔE to the lowest compared entry with this formula, charge and spin   0.0 kJ/mol

Atom charges from the Löwdin analysis, given in e for atoms 1 to 2: number 1, C, carries -0.7881; number 2, C, carries -0.3071



4.
This record from the OMol25 dataset describes a single C5H6BrClN2 molecule in a non-equilibrium geometry. The level of theory is the ωB97M-V functional and the def2-TZVPD basis.

```
! RIJCOSX wB97M-V def2-TZVPD def2/J DEFGRID3
* xyz 0 1
C 1.140 0.577 -0.921
C 1.464 -0.654 1.271
C -0.180 0.667 -1.081
C 1.796 0.058 0.258
C -0.866 -1.073 0.500
N -1.091 -0.001 -0.298
N -2.222 0.666 0.191
Cl -0.430 -2.495 -0.347
Br 3.827 0.501 0.041
H 1.694 1.015 -1.607
H 1.884 -1.142 2.121
H -0.532 1.208 -1.829
H -1.386 -1.354 1.297
H -3.143 0.384 0.063
H -1.954 1.644 0.341
*
```

Values from the calculation:
E_HOMO (spin up / spin down)   -7.6211 / -7.6257 eV
ΔE to the lowest compared entry with this formula, charge and spin   476.1 kJ/mol

Atom charges from the Löwdin analysis, given in e for atoms 1 to 2: number 1, C, carries -0.1423; number 2, C, carries 0.0090



5.
This record from the OMol25 dataset describes a gas-phase ion, C5H6BrF2N2 (charge +1) in a non-equilibrium geometry. The level of theory is the ωB97M-V functional and the def2-TZVPD basis.

```
! RIJCOSX wB97M-V def2-TZVPD def2/J DEFGRID3
* xyz 1 1
C -1.540 -0.899 -0.265
C -0.749 0.106 -0.791
C 0.627 -1.254 -0.033
C 1.880 -1.805 0.451
C -0.499 3.190 -0.166
N 0.547 -0.105 -0.607
N -0.629 -1.725 0.288
F -1.014 4.384 -0.471
F -0.840 2.776 0.962
Br -1.322 1.731 -1.551
H -2.555 -1.151 -0.217
H 2.760 -1.159 0.287
H 1.639 -1.786 1.480
H 1.869 -2.824 0.142
H 0.656 3.115 -0.368
H -0.829 -2.593 0.859
*
```

Values from the calculation:
E_HOMO   -13.1452 eV
ΔE to the lowest compared entry with this formula, charge and spin   136.0 kJ/mol

Atom charges from the Löwdin analysis, given in e for atoms 1 to 2: number 1, C, carries -0.0658; number 2, C, carries -0.6550



6.
This record from the OMol25 dataset describes a single C5H6BrN3O2 molecule in a non-equilibrium geometry. The level of theory is the ωB97M-V functional and the def2-TZVPD basis.

```
! RIJCOSX wB97M-V def2-TZVPD def2/J DEFGRID3
* xyz 0 1
C 0.227 0.085 -1.411
C -0.648 -0.648 1.345
C 0.662 1.101 -0.532
C 0.380 0.172 -2.917
C -0.796 -1.257 2.743
N -0.400 -0.943 -0.984
N -0.439 -1.317 0.291
N 0.337 1.340 0.719
O -0.942 0.712 1.237
O 0.888 1.953 1.594
Br 1.949 2.341 -1.180
H 1.317 -0.156 -3.404
H 0.405 1.220 -3.194
H -0.363 -0.430 -3.652
H -0.674 -2.355 2.900
H -1.790 -1.027 2.969
H -0.113 -0.793 3.476
*
```

Values from the calculation:
E_HOMO (spin up / spin down)   -8.9887 / -8.9900 eV
ΔE to the lowest compared entry with this formula, charge and spin   567.4 kJ/mol
SMILES   CC1=NN=C(C)C(Br)=[N+]([O-])O1

Atom charges from the Löwdin analysis, given in e for atoms 1 to 2: number 1, C, carries -0.3725; number 2, C, carries -0.3493



7.
This record from the OMol25 dataset describes a single C5H6BrNO2S molecule in a non-equilibrium geometry. The level of theory is the ωB97M-V functional and the def2-TZVPD basis.

```
! RIJCOSX wB97M-V def2-TZVPD def2/J DEFGRID3
* xyz 0 1
C -0.237 2.234 1.026
C 1.157 2.136 0.634
C -0.953 1.131 0.635
C 1.474 0.903 0.168
C -0.589 -1.928 -1.485
N -0.043 0.194 0.201
O 0.913 -2.012 0.887
O -1.555 -1.639 0.849
S -0.255 -1.514 0.307
Br 2.912 -0.038 -0.453
H -0.601 3.265 1.139
H 1.927 2.921 0.697
H -2.001 0.620 0.694
H -0.621 -3.069 -1.632
H -1.677 -1.734 -1.500
H 0.148 -1.471 -2.166
*
```

Values from the calculation:
E_HOMO   -8.5710 eV
ΔE to the lowest compared entry with this formula, charge and spin   171.9 kJ/mol
SMILES   CS(=O)(=O)n1cccc1Br

Atom charges from the Löwdin analysis, given in e for atoms 1 to 2: number 1, C, carries -0.1056; number 2, C, carries -0.1444



8.
This record from the OMol25 dataset describes 2 unconnected molecules or ions with the total composition C5H6BrO2 in a non-equilibrium geometry. The level of theory is the ωB97M-V functional and the def2-TZVPD basis.

```
! RIJCOSX wB97M-V def2-TZVPD def2/J DEFGRID3
* xyz -1 1
C 1.615 1.948 -0.127
C -1.506 0.009 -0.056
C -1.059 -1.442 0.149
C -0.122 -0.315 0.537
C 1.038 -0.019 -0.391
O 2.377 2.044 0.780
O 1.027 2.651 -0.887
Br 2.454 -1.260 -0.056
H -1.585 0.376 -1.093
H -2.293 0.175 0.565
H -1.682 -1.887 1.111
H -1.090 -2.152 -0.680
H -0.009 -0.159 1.542
H 0.835 0.030 -1.394
*
```

Values from the calculation:
E_HOMO   -3.3070 eV
ΔE to the lowest compared entry with this formula, charge and spin   107.1 kJ/mol

Atom charges from the Löwdin analysis, given in e for atoms 1 to 2: number 1, C, carries -0.6772; number 2, C, carries -0.1306



9.
This record from the OMol25 dataset describes a molecular structure, C5H6CdLiO4 in a non-equilibrium geometry. The level of theory is the ωB97M-V functional and the def2-TZVPD basis.

```
! RIJCOSX wB97M-V def2-TZVPD def2/J DEFGRID3
* xyz 2 2
O 3.229 -1.550 -0.154
C 2.319 -0.735 -0.261
O 2.356 0.492 -0.020
O 1.091 -1.304 -0.575
C 0.074 -0.559 -1.036
C -1.213 -0.995 -0.955
Li 4.948 -1.596 0.445
H 0.332 0.466 -1.318
H -1.403 -2.024 -0.645
H -1.882 -0.568 -1.709
Cd 1.683 2.021 0.874
C -2.210 0.358 0.892
C -1.606 1.659 0.796
O -0.505 1.947 1.289
H -1.907 -0.271 1.731
H -2.057 2.376 0.088
H -3.249 0.283 0.560
*
```

Values from the calculation:
E_HOMO (spin up / spin down)   -15.4589 / -16.6784 eV
ΔE to the lowest compared entry with this formula, charge and spin   76.4 kJ/mol

Atom charges from the Löwdin analysis, given in e for atoms 1 to 2: number 1, O, carries 0.0106; number 2, C, carries -0.6582



10.
This record from the OMol25 dataset describes a single C5H6Cl2 molecule in a non-equilibrium geometry. The level of theory is the ωB97M-V functional and the def2-TZVPD basis.

```
! RIJCOSX wB97M-V def2-TZVPD def2/J DEFGRID3
* xyz 0 1
C 0.082 0.703 0.255
C -3.082 -0.175 -0.878
C -1.738 -0.007 -1.272
C -0.605 -0.272 -0.271
C 1.306 0.542 1.040
Cl -3.466 -0.220 0.824
Cl -0.303 2.323 -0.279
H -1.512 -0.229 -2.342
H -1.736 1.145 -1.207
H -0.248 -1.230 -0.070
H 1.283 1.416 1.778
H 2.242 0.610 0.378
H 1.205 -0.284 1.688
*
```

Values from the calculation:
E_HOMO   -8.3632 eV
ΔE to the lowest compared entry with this formula, charge and spin   304.1 kJ/mol

Atom charges from the Löwdin analysis, given in e for atoms 1 to 2: number 1, C, carries -0.7220; number 2, C, carries -0.4443